1.
# C36H82NO20P5

A cluster of 5 separate species, C36H82NO20P5 in total (ωB97M-V/def2-TZVPD, the Open Molecules 2025 dataset).

Each line ends with the Löwdin charge.
Positions of all 144 atoms, in Å:
P: 11.044 7.751 -0.245  0.3843
P: 8.155 4.536 3.922  0.4222
P: -3.130 -7.394 -2.740  0.3823
P: -3.381 3.355 -3.912  0.3841
P: -6.491 -2.670 3.049  0.9778
O: 7.462 3.867 5.208  -0.2040
O: -3.768 -7.195 -1.290  -0.2160
O: -4.872 2.629 1.801  0.0699
O: 9.112 5.765 3.504  -0.2626
O: 11.444 7.661 -1.788  -0.2001
O: 9.919 6.974 0.574  -0.2281
O: -7.265 -5.095 1.046  0.0877
O: -4.620 4.074 -4.660  -0.2236
O: -2.580 4.704 -3.597  -0.2251
O: -3.822 -7.431 -4.182  -0.2257
O: 12.276 7.854 0.534  -0.2280
O: 10.241 9.157 -0.321  -0.2242
O: 6.815 5.219 3.326  -0.2284
O: 8.609 3.389 3.124  -0.2354
O: -7.865 -0.983 -3.058  -0.0224
O: -2.626 2.496 -4.819  -0.2229
O: -4.239 2.417 -2.943  -0.2095
O: -2.884 -8.988 -2.644  -0.2223
O: -1.887 -6.628 -2.782  -0.2264
O: -7.006 2.072 1.369  0.1166
N: -6.914 -3.752 -0.720  0.1257
C: -5.489 0.268 1.776  -0.1014
C: -5.129 -7.591 -1.026  -0.0748
C: -5.827 -1.971 -2.197  -0.0928
C: -3.150 -3.334 1.547  -0.1847
C: -7.603 -3.944 3.732  -0.2899
C: 4.570 -1.829 -0.275  -0.2143
C: 7.129 4.674 6.353  -0.0854
C: -6.425 -2.365 -0.853  -0.2819
C: 10.446 5.772 4.068  -0.0703
C: -5.144 -2.307 4.245  -0.2726
C: 6.580 6.630 3.375  -0.1072
C: 10.026 5.533 0.678  -0.0627
C: 5.531 0.953 0.709  -0.1113
C: -5.881 -0.570 -4.238  -0.0425
C: -3.731 -9.951 -3.273  -0.1138
C: -5.769 -3.173 1.405  -0.4067
C: 6.059 -0.385 1.234  -0.2653
C: -4.490 -4.081 1.415  -0.1291
C: -5.882 1.710 1.617  -0.5087
C: 5.998 -1.514 0.202  -0.2223
C: -6.722 -4.100 0.648  -0.4647
C: -2.105 -3.746 0.479  -0.1713
C: 10.453 7.278 -2.758  -0.0839
C: -6.476 -0.749 -2.856  -0.4372
C: -6.331 -0.610 0.838  -0.1934
C: 0.450 -3.485 0.667  -0.2077
C: 8.817 9.239 -0.334  -0.1202
C: -5.672 -1.938 0.443  -0.2199
C: -4.851 3.006 -1.777  -0.0697
C: 1.718 -4.328 0.524  -0.2137
C: -0.791 -4.318 1.047  -0.1913
C: -5.065 5.395 -4.351  -0.1154
C: 3.927 -3.006 0.476  -0.2180
C: -1.469 4.631 -2.680  -0.0756
C: -4.497 -6.239 -4.638  -0.0734
C: 2.795 -3.647 -0.342  -0.2092
H: -4.740 -1.871 -2.158  0.1260
H: 6.466 -2.410 0.607  0.1012
H: 3.560 -2.686 1.454  0.1101
H: -6.298 0.145 -2.252  0.1241
H: 6.566 -1.187 -0.672  0.1029
H: 2.339 -2.857 -0.942  0.1012
H: -1.794 4.301 -1.693  0.0798
H: -5.171 3.263 2.463  0.1168
H: -7.361 -1.799 -0.798  0.1202
H: -4.422 0.124 1.616  0.1234
H: -6.431 -0.034 -0.086  0.0984
H: -8.352 -0.715 -2.275  0.0878
H: -5.323 -5.977 -3.975  0.0758
H: 5.942 1.774 1.292  0.0630
H: 10.963 7.145 -3.707  0.0902
H: 10.958 5.262 1.173  0.0933
H: -2.723 -3.636 2.506  0.0965
H: 6.314 5.359 6.112  0.0856
H: 7.991 5.237 6.710  0.0840
H: -7.148 -4.913 3.936  0.0401
H: 10.955 6.649 3.677  0.0962
H: -6.236 -1.373 -4.885  0.0859
H: -8.392 -4.100 3.002  0.0279
H: -3.305 -10.248 -4.231  0.0890
H: 5.551 -0.680 2.154  0.1043
H: -3.268 -2.254 1.600  0.0874
H: 2.167 -4.566 1.491  0.1092
H: 7.110 -0.226 1.485  0.1010
H: -4.936 -3.099 4.965  0.0392
H: 5.513 6.779 3.531  0.0880
H: -0.708 3.954 -3.067  0.0925
H: -4.808 5.691 -3.335  0.0751
H: -6.234 -4.267 -1.281  0.1200
H: -5.751 0.023 2.809  0.1004
H: -8.078 -3.526 4.617  0.0353
H: -5.810 -7.143 -1.752  0.0828
H: 5.840 1.070 -0.332  0.0737
H: 0.619 -2.727 1.436  0.1146
H: 9.701 8.062 -2.863  0.0850
H: -4.494 -4.610 0.457  0.0988
H: -0.838 -4.440 2.130  0.1043
H: -0.608 -5.314 0.642  0.1029
H: 3.254 -4.354 -1.032  0.1103
H: 8.542 10.073 -0.979  0.0878
H: -4.795 -0.633 -4.214  0.0862
H: 1.471 -5.282 0.054  0.1045
H: -4.607 -4.829 2.196  0.1237
H: -3.782 -10.819 -2.618  0.0885
H: -4.896 -6.452 -5.625  0.0910
H: -3.793 -5.410 -4.701  0.0922
H: 4.589 -2.101 -1.332  0.1085
H: 9.970 6.339 -2.486  0.0813
H: -4.625 6.105 -5.050  0.0887
H: 9.981 5.063 -0.305  0.0880
H: 6.873 7.086 2.430  0.0832
H: 6.806 4.000 7.141  0.0896
H: -7.338 -0.724 1.226  0.1063
H: 4.715 -3.744 0.644  0.1057
H: -5.390 -7.225 -0.037  0.0826
H: 9.191 5.184 1.270  0.0645
H: -5.651 3.687 -2.070  0.0935
H: -4.225 -2.017 3.740  0.0234
H: 7.126 7.112 4.185  0.0804
H: 0.270 -3.016 -0.300  0.1012
H: -6.149 5.410 -4.460  0.0889
H: -5.468 -1.436 4.813  0.0244
H: -1.055 5.632 -2.596  0.0892
H: -2.536 -4.519 -0.158  0.0940
H: 4.443 0.988 0.722  0.0594
H: -5.231 -8.677 -1.049  0.0875
H: -4.640 -1.677 0.200  0.1275
H: -5.272 2.199 -1.184  0.0678
H: -6.021 -2.796 -2.893  0.1209
H: -4.739 -9.572 -3.436  0.0764
H: -4.121 3.539 -1.167  0.0826
H: 10.411 5.838 5.155  0.0836
H: 3.924 -0.958 -0.165  0.0997
H: -1.880 -2.889 -0.156  0.1032
H: 8.448 9.430 0.674  0.0847
H: 10.983 4.873 3.767  0.0916
H: 8.352 8.331 -0.715  0.0756
H: -6.196 0.370 -4.683  0.0844

gap between HOMO and LUMO: 8.1 eV
LUMO energy: 0.17 eV
spin multiplicity: 1
HOMO: -7.91 eV
SMILES: CCCCCCCCCCCC[C@]1(P(C)C)C(=O)N[C@H](C[C@@H](C)O)[C@H]1CCC(=O)O.COP(=O)(OC)OC.COP(=O)(OC)OC.COP(=O)(OC)OC.COP(=O)(OC)OC

---

2.
# C36H84N2O17S5

A cluster of 12 separate species, C36H84N2O17S5 in total (ωB97M-V/def2-TZVPD, the Open Molecules 2025 dataset).

Each line ends with the Löwdin charge.
Positions of all 144 atoms, in Å:
S: -1.454 5.668 2.836  0.8236
S: -3.915 -1.349 0.205  0.8440
S: -0.576 -3.648 4.485  0.8250
S: 4.568 -0.864 5.435  0.8214
S: -2.467 0.793 4.609  0.8409
O: 3.042 5.423 0.361  0.0939
O: 2.562 -2.977 -2.895  0.0868
O: -2.260 4.357 -0.067  0.0744
O: 5.827 -1.139 4.668  -0.5598
O: -4.202 4.689 -1.203  0.0212
O: -0.389 -3.451 3.003  -0.5658
O: 4.088 -4.622 -2.936  -0.0018
O: -4.094 -4.947 -3.968  -0.0001
O: -6.223 -5.542 -3.522  0.0902
O: 2.787 3.387 -0.628  -0.0144
O: 1.461 -0.006 2.392  -0.0351
O: -1.584 5.515 4.315  -0.5678
O: -3.497 -0.288 4.433  -0.5763
O: -3.005 -0.294 -0.341  -0.5780
O: -1.451 -1.291 -5.927  -0.0043
O: 5.928 -3.036 -0.330  0.0191
O: -3.466 -0.469 -6.423  0.0954
N: 5.373 -0.861 -0.092  -0.1840
N: 0.751 -0.532 0.329  -0.1420
C: -3.558 2.487 -0.646  0.0143
C: 2.261 3.940 -1.829  -0.2347
C: 0.332 0.765 -0.094  -0.0342
C: 5.322 -2.059 -0.720  -0.3377
C: 0.373 -1.651 -0.520  -0.0385
C: -2.728 -1.412 -6.293  -0.5601
C: 3.774 3.456 1.511  0.0360
C: -1.252 -0.046 -3.811  -0.0540
C: 3.152 4.221 0.331  -0.5527
C: -4.037 6.100 -1.224  -0.2201
C: -0.060 4.634 2.230  -0.2470
C: 3.075 -3.944 -2.383  -0.5543
C: 1.309 -0.845 1.505  -0.3293
C: -1.753 1.103 2.950  -0.2358
C: -5.041 -0.568 1.361  -0.2546
C: 6.296 -4.566 -3.957  -0.0561
C: -5.337 -6.203 -5.588  0.0210
C: -0.715 7.250 2.348  -0.2555
C: 2.730 -4.538 -1.058  0.0425
C: -3.305 2.399 4.765  -0.2450
C: -2.848 -2.217 1.380  -0.2590
C: 3.847 0.687 4.859  -0.2765
C: -3.180 -2.818 -6.481  0.0213
C: -3.990 -4.309 -2.684  -0.2146
C: 5.103 -0.225 7.048  -0.2672
C: -2.296 -3.425 4.986  -0.2575
C: 3.319 4.512 -2.752  -0.0566
C: 6.286 -0.539 1.040  0.0018
C: -2.576 -3.793 -2.462  -0.0398
C: 4.838 -4.101 -3.993  -0.2541
C: -5.239 -5.526 -4.231  -0.5628
C: 4.308 0.095 -0.270  -0.0677
C: -3.262 3.970 -0.615  -0.5380
C: 0.295 -2.318 5.345  -0.2465
C: -1.078 -0.034 -5.330  -0.2044
C: -4.564 6.681 0.090  -0.0611
H: 0.915 5.062 2.490  0.0524
H: 6.782 -4.077 -3.112  0.0700
H: -2.628 3.257 4.705  0.0314
H: -3.682 2.481 5.785  0.0513
H: 4.412 4.118 2.093  0.0856
H: -5.324 -5.498 -6.424  0.0795
H: 1.469 -1.907 1.715  0.1333
H: -0.017 0.083 -5.538  0.1192
H: 3.303 0.410 3.953  0.0111
H: 2.478 -5.592 -1.185  0.1008
H: -2.377 -3.548 -6.468  0.0916
H: -3.312 -3.153 1.707  0.0596
H: 6.146 0.093 6.986  0.0564
H: -2.390 -2.967 -3.143  0.0707
H: -0.337 7.061 1.335  0.0493
H: 1.983 -3.965 -0.540  0.0546
H: 4.119 3.804 -2.948  0.0814
H: 0.607 -1.546 -1.583  0.0778
H: 1.464 4.679 -1.673  0.1243
H: -2.596 -2.398 4.750  0.0130
H: 4.601 0.682 7.387  0.0435
H: -1.943 -4.670 -2.627  0.0874
H: 6.384 -5.633 -3.748  0.0771
H: 5.683 -0.162 1.857  0.0729
H: 0.316 1.479 0.729  0.0812
H: -4.366 6.018 0.932  0.0673
H: -2.456 -3.560 6.055  0.0576
H: -1.062 1.945 3.014  0.0270
H: 0.176 7.560 2.893  0.0617
H: -2.642 2.005 -0.322  0.0482
H: 3.655 5.497 -2.433  0.0785
H: -0.060 3.610 2.591  0.0251
H: -0.653 0.656 -0.562  0.0718
H: 4.386 -4.273 -4.977  0.1228
H: 3.751 0.341 0.640  0.0749
H: -1.440 8.045 2.190  0.0447
H: 4.890 -3.005 -4.024  0.1168
H: -4.696 -7.065 -5.740  0.0844
H: 1.313 -2.410 4.971  0.0399
H: -4.090 2.504 4.018  0.0595
H: -4.644 -3.430 -2.681  0.1211
H: -3.089 6.532 -1.559  0.1204
H: -2.550 1.386 2.258  0.0497
H: 4.647 -2.010 -1.586  0.1181
H: -0.685 -1.906 -0.491  0.0600
H: -5.646 6.824 0.072  0.0735
H: -0.663 -0.829 -3.339  0.0604
H: 1.000 -2.495 -0.265  0.0529
H: 3.709 -4.577 -0.571  0.0934
H: 2.997 3.116 2.192  0.0820
H: 6.932 -1.398 1.196  0.0872
H: -4.599 6.561 -2.044  0.1185
H: -2.396 -3.489 -1.433  0.0526
H: 4.421 2.738 1.006  0.0645
H: 6.768 -4.317 -4.904  0.0764
H: -3.722 -2.912 -7.423  0.0922
H: -6.388 -6.489 -5.652  0.0824
H: 2.803 4.784 -3.679  0.0821
H: 6.928 0.223 0.589  0.0897
H: 3.671 -0.380 -1.020  0.0863
H: -5.575 0.280 0.927  0.0494
H: -2.991 -4.064 4.444  0.0531
H: -4.436 -4.948 -1.923  0.1247
H: -0.902 0.927 -3.458  0.0746
H: -2.302 -0.116 -3.529  0.0779
H: -4.561 -0.047 2.193  0.0291
H: -3.949 -2.994 -5.728  0.0821
H: 1.605 3.178 -2.263  0.1112
H: -0.075 -1.318 5.116  0.0412
H: -2.530 -1.637 2.244  0.0295
H: 5.015 -0.983 7.825  0.0404
H: -5.712 -1.368 1.671  0.0581
H: 0.897 1.264 -0.893  0.0811
H: 4.563 1.470 4.601  0.0613
H: 4.687 1.073 -0.594  0.0805
H: -4.430 2.177 -0.080  0.0787
H: 3.175 1.116 5.600  0.0519
H: -4.183 7.671 0.346  0.0749
H: -0.049 4.691 1.141  0.0344
H: -1.611 0.776 -5.819  0.1148
H: -1.919 -2.608 0.962  0.0244
H: 0.286 -2.504 6.418  0.0546
H: -1.190 0.288 2.499  0.0335
H: -3.675 2.106 -1.663  0.0917

gap between HOMO and LUMO: 9.2 eV
LUMO energy: 0.36 eV
spin multiplicity: 1
HOMO: -8.79 eV